100
Properties=species:S:1:pos:R:3:forces:R:3 method="wB97M-V/def2-TZVPD" fmax_ha_per_bohr=0.024 lumo_energy_ev="-3.4 / -3.7" spin_multiplicity=3 homo_lumo_gap_ev="7.20 / 7.51" charge=+1 e_homo_ev="-10.5936 / -11.2341"
W 1.0277 -0.8929 1.6069 -0.418 -0.879 0.737
S 1.4592 -1.2302 4.0236 0.086 -0.055 -0.131
C 0.1960 -2.3372 3.6993 0.138 -0.141 0.083
N -0.1825 -2.3770 2.4323 0.108 -0.011 -0.189
C -1.1513 -3.3375 2.1626 -0.012 0.049 0.087
C -1.7341 -3.6201 0.9345 -0.010 -0.002 0.009
C -2.6901 -4.6178 0.8880 -0.007 -0.006 -0.010
C -3.0643 -5.3134 2.0399 0.007 -0.003 -0.001
C -2.4864 -5.0312 3.2648 0.004 0.004 -0.007
C -1.5189 -4.0362 3.3144 -0.038 -0.040 -0.031
S -0.6129 -3.4718 4.7031 -0.030 0.058 0.014
H -1.4454 -3.0675 0.0496 0.002 0.003 -0.013
H -3.1589 -4.8613 -0.0558 -0.006 0.002 0.003
H -3.8189 -6.0850 1.9752 0.003 -0.003 0.000
H -2.7799 -5.5720 4.1541 0.007 0.002 0.004
C -3.1885 3.3475 2.4898 -0.029 0.026 0.002
C -2.5683 2.0793 1.8921 -0.036 -0.055 -0.019
C -2.4735 2.2174 0.3673 -0.016 0.020 -0.013
C -3.4688 0.8807 2.2264 -0.026 -0.012 0.005
Si -0.8488 1.8003 2.5916 0.058 -0.093 -0.133
O -0.3572 0.2825 2.0392 0.232 0.660 -0.246
C 0.4397 2.9437 1.8525 0.039 0.122 -0.057
C 1.5876 2.3735 1.3186 -0.035 -0.190 0.066
C 2.6037 3.0982 0.7200 -0.052 0.064 0.038
C 2.4681 4.4766 0.6410 0.006 0.001 -0.001
C 1.3399 5.0903 1.1729 0.026 0.002 -0.007
C 0.3420 4.3375 1.7750 -0.057 -0.011 0.023
C -0.7496 1.7787 4.4433 0.027 -0.079 0.097
C 0.0728 2.6701 5.1335 -0.009 0.029 0.008
C 0.1961 2.6069 6.5161 -0.004 -0.001 -0.018
C -0.4972 1.6421 7.2290 -0.003 -0.006 0.016
C -1.3154 0.7389 6.5607 0.000 0.020 0.007
C -1.4378 0.8085 5.1829 0.013 -0.005 -0.012
H -4.2017 3.4803 2.0983 -0.002 -0.003 0.007
H -2.6262 4.2465 2.2306 0.009 -0.005 -0.013
H -3.2571 3.2935 3.5783 0.004 -0.009 0.001
H -3.4773 2.3309 -0.0547 0.004 0.009 -0.004
H -2.0198 1.3342 -0.0892 -0.010 -0.014 0.015
H -1.8857 3.0886 0.0696 0.013 0.001 0.010
H -4.4317 0.9961 1.7190 0.001 0.004 0.005
H -3.6759 0.8135 3.2957 0.016 0.004 0.003
H -3.0342 -0.0678 1.8986 0.011 0.010 -0.015
H 1.7072 1.2945 1.3986 0.279 0.300 -0.125
H 3.4834 2.5958 0.3380 -0.003 0.001 -0.010
H 3.2419 5.0751 0.1786 0.002 -0.004 -0.001
H 1.2402 6.1668 1.1225 0.000 0.001 -0.001
H -0.5163 4.8523 2.1896 -0.009 -0.010 0.001
H 0.6337 3.4213 4.5888 -0.004 -0.002 -0.006
H 0.8369 3.3088 7.0335 0.001 -0.002 0.002
H -0.4000 1.5905 8.3057 -0.003 -0.001 -0.001
H -1.8572 -0.0157 7.1166 0.001 -0.004 0.000
H -2.0688 0.0847 4.6777 0.003 0.004 -0.010
C -0.1081 -3.2461 -3.5547 -0.052 -0.032 0.004
C -0.6450 -1.8332 -3.8280 -0.003 0.000 -0.067
C -2.0613 -1.7679 -3.2330 -0.035 0.016 -0.007
C -0.7692 -1.6435 -5.3546 0.017 -0.071 -0.007
Si 0.5582 -0.5097 -3.1667 0.056 0.180 -0.097
Br 0.0829 -0.5923 -0.8420 -0.309 -0.107 -0.098
C 0.0773 1.3050 -3.5075 0.032 -0.004 -0.132
C -1.4463 1.4962 -3.4750 -0.032 0.004 0.027
C 0.6804 2.3181 -2.5192 0.006 0.005 -0.021
C 0.5709 1.6625 -4.9266 -0.052 0.049 0.004
C 2.4039 -0.9298 -3.3159 0.045 0.016 -0.163
C 3.2928 0.2392 -2.8632 -0.006 -0.052 0.046
C 2.7268 -1.2514 -4.7894 0.048 0.056 -0.006
C 2.7966 -2.1334 -2.4540 -0.006 -0.059 -0.012
H -0.8300 -3.9721 -3.9384 -0.006 -0.005 0.001
H 0.0144 -3.4388 -2.4853 -0.007 0.009 0.003
H 0.8417 -3.4452 -4.0483 -0.042 0.014 -0.043
H -2.6265 -2.6208 -3.6195 -0.015 0.011 -0.005
H -2.6029 -0.8683 -3.5154 0.030 -0.006 0.016
H -2.0714 -1.8362 -2.1450 0.029 -0.031 0.020
H -1.4173 -2.4295 -5.7530 0.009 -0.009 0.006
H 0.1880 -1.7199 -5.8736 -0.024 0.020 0.021
H -1.2255 -0.6897 -5.6164 -0.019 0.019 0.006
H -1.8853 1.2116 -2.5163 0.019 -0.002 0.002
H -1.9563 0.9472 -4.2653 0.017 -0.011 -0.019
H -1.6640 2.5567 -3.6291 -0.001 0.000 -0.003
H 0.3924 2.1321 -1.4841 -0.036 -0.020 0.005
H 0.2991 3.3081 -2.7862 0.027 0.009 0.005
H 1.7658 2.3680 -2.5615 0.006 -0.025 0.008
H 0.1416 1.0220 -5.6990 0.014 -0.003 0.020
H 1.6553 1.6239 -5.0186 0.056 0.002 0.034
H 0.2657 2.6882 -5.1531 -0.006 -0.005 0.004
H 3.1828 1.1268 -3.4820 -0.027 0.011 -0.058
H 4.3369 -0.0785 -2.9312 0.006 0.014 0.022
H 3.1046 0.5147 -1.8226 -0.010 0.021 0.018
H 2.4476 -0.4472 -5.4732 -0.005 -0.013 0.025
H 2.2495 -2.1687 -5.1321 -0.015 -0.022 0.009
H 3.8072 -1.3929 -4.8840 -0.004 -0.010 0.001
H 2.6355 -1.9006 -1.4051 0.005 -0.030 0.098
H 3.8629 -2.3319 -2.5938 0.023 -0.001 -0.007
H 2.2490 -3.0449 -2.6922 0.110 0.101 0.065
Cl 4.4296 -3.2126 2.6886 -0.011 0.026 0.077
C 3.8645 -2.8053 1.0886 -0.079 -0.127 -0.186
Cl 2.1286 -3.2975 0.8663 0.142 0.107 0.182
C 3.9965 -1.3007 0.8205 0.000 0.201 -0.050
O 5.0244 -0.8683 0.3895 0.012 -0.059 -0.008
O 2.9322 -0.5836 1.1048 -0.191 0.036 0.106
H 4.4279 -3.3714 0.3555 0.000 0.028 -0.020

107
Properties=species:S:1:pos:R:3:forces:R:3 method="wB97M-V/def2-TZVPD" fmax_ha_per_bohr=0.024 lumo_energy_ev=0.1 homo_lumo_gap_ev=6.90 charge=0 e_homo_ev=-6.7632
Ca 1.1361 0.2316 -0.8309 -0.423 -0.377 0.344
C -2.6092 3.0466 -2.2439 0.228 0.082 -0.113
N -2.7173 2.4406 -0.9294 0.288 0.075 -0.151
C -4.0393 2.4333 -0.3490 -0.209 -0.118 0.218
C -1.6530 1.7468 -0.4699 -0.980 0.195 0.472
O -0.6451 1.6307 -1.1393 0.449 -0.052 -0.399
C -1.7364 1.1927 0.9484 -0.253 0.068 0.016
O -0.8071 0.1501 1.1075 0.266 0.022 -0.230
C -0.0762 0.1688 2.3112 0.059 -0.187 0.320
C 1.0024 1.2497 2.2759 -0.107 -0.089 0.474
O 1.0613 2.0216 1.3319 -0.378 0.026 -0.472
N 1.8391 1.3088 3.3262 0.095 0.055 -0.181
C 2.8874 2.3064 3.3249 0.105 0.305 -0.220
C 1.7648 0.4097 4.4513 -0.260 -0.306 0.137
H -3.1122 4.0144 -2.2374 0.007 -0.052 -0.001
H -3.0586 2.4155 -3.0143 -0.029 -0.019 -0.021
H -1.5533 3.1835 -2.4739 -0.166 0.030 -0.057
H -4.5604 3.3432 -0.6455 0.053 -0.003 0.053
H -4.0059 2.4047 0.7368 -0.045 0.017 0.026
H -4.6228 1.5800 -0.7107 -0.027 0.007 0.034
H -2.7409 0.8076 1.1654 0.188 0.110 -0.029
H -1.5188 2.0316 1.6243 -0.078 -0.110 -0.075
H 0.3934 -0.8173 2.3696 -0.034 0.162 0.200
H -0.7384 0.3085 3.1770 0.130 0.007 -0.125
H 2.9434 2.7269 2.3239 0.088 0.043 0.053
H 3.8454 1.8494 3.5674 0.005 -0.047 0.034
H 2.6659 3.0996 4.0423 0.049 0.014 0.046
H 1.8420 -0.6300 4.1332 0.028 -0.087 0.017
H 0.8336 0.5369 5.0093 0.012 -0.013 0.070
H 2.5936 0.6164 5.1230 -0.017 0.015 -0.018
C 6.8252 1.3535 -1.4420 -0.419 0.536 0.091
Si 5.9514 3.0452 -1.5425 0.506 -0.038 0.096
C 7.0375 4.0777 -2.7377 -0.557 -0.286 0.412
C 5.8886 3.9318 0.1515 0.004 -0.386 -0.586
C 4.2221 2.8813 -2.3002 0.369 0.068 0.008
C 3.8621 3.5211 -3.4652 -0.092 -0.031 0.144
C 2.6002 3.3175 -4.0258 -0.128 -0.051 -0.128
C 1.7559 2.4191 -3.4084 -0.021 0.359 -0.474
N 2.0712 1.7727 -2.2932 0.168 0.292 -0.382
C 3.2642 2.0140 -1.7158 0.202 0.358 -0.236
S 3.5915 1.2081 -0.2651 0.509 -0.638 0.953
H 7.8135 1.4591 -1.0040 0.224 0.103 0.063
H 6.9413 0.9161 -2.4293 0.019 0.012 -0.243
H 6.2609 0.6505 -0.8408 -0.093 -0.083 0.105
H 8.0424 4.1297 -2.3349 0.264 0.007 0.152
H 6.6916 5.0956 -2.8792 -0.131 0.257 0.016
H 7.1106 3.6153 -3.7171 -0.039 -0.171 -0.187
H 6.8906 4.1206 0.5243 0.257 0.030 0.017
H 5.3703 3.3152 0.8783 -0.092 -0.145 0.062
H 5.3694 4.8846 0.0964 -0.091 0.161 -0.128
H 4.5575 4.1935 -3.9470 0.088 0.075 -0.097
H 2.3150 3.8329 -4.9300 -0.134 -0.037 -0.061
H 0.7754 2.1997 -3.8157 -0.040 0.003 -0.076
S 1.3702 -2.2110 0.4825 -1.005 0.167 0.652
C 2.8283 -2.4375 -0.2343 0.845 -0.514 -0.172
N 3.8551 -2.6684 -0.7108 0.332 -0.009 -0.220
C 4.3351 -0.7901 -3.5416 -0.426 -0.196 -0.002
C 3.2754 -1.5211 -4.3448 0.339 0.123 -0.263
O 2.1489 -1.8009 -3.5333 -0.124 0.134 0.289
C 1.4626 -2.9619 -3.9444 -0.180 -0.293 -0.156
C 0.3988 -3.3144 -2.9222 0.465 0.176 -0.192
H 5.2356 -0.6819 -4.1397 0.143 0.056 -0.062
H 4.5490 -1.3583 -2.6395 0.135 0.001 0.043
H 3.9824 0.1935 -3.2480 0.043 0.115 -0.028
H 3.6958 -2.4695 -4.7176 -0.118 0.164 0.033
H 2.9618 -0.9185 -5.2167 0.036 -0.205 0.109
H 2.1854 -3.7897 -4.0429 -0.157 0.136 -0.017
H 0.9973 -2.7971 -4.9325 0.129 -0.032 0.083
H 0.8746 -3.5318 -1.9684 -0.073 -0.023 0.078
H -0.1608 -4.1867 -3.2511 -0.108 -0.082 -0.049
H -0.2767 -2.4733 -2.7927 -0.115 -0.018 0.019
Cl -1.9288 -3.2991 6.7568 0.119 0.031 0.242
C -2.6434 -3.3674 5.1936 -0.187 -0.097 -0.436
C -1.8429 -3.4449 4.0655 0.009 0.000 0.181
C -2.4314 -3.4952 2.8147 -0.149 -0.053 0.057
C -3.8109 -3.4798 2.6564 -0.254 0.065 -0.042
C -4.5227 -3.5502 1.3188 0.039 -0.256 -0.140
C -3.6613 -3.9931 0.0963 -0.439 -0.240 0.483
N -3.1358 -2.8923 -0.6631 0.256 0.227 -0.253
C -3.8193 -2.2132 -1.6338 -0.154 0.208 -0.311
C -2.9988 -1.2042 -2.0455 -0.279 -0.131 -0.076
N -1.8272 -1.2568 -1.3569 0.571 0.327 0.251
C -1.9396 -2.2676 -0.5389 0.009 -0.080 0.077
O -5.2280 -2.3575 1.0309 -0.146 -0.037 -0.181
C -4.5232 -1.1418 1.2302 0.062 0.279 0.047
C -5.2215 -0.2903 2.2508 0.468 -0.219 0.166
C -4.7175 0.0736 3.4653 -0.374 0.331 -0.021
Cl -3.1734 -0.3057 4.1028 0.028 0.172 0.019
S -5.8225 1.0440 4.3819 0.203 -0.299 -0.353
C -6.9802 0.9458 3.1152 0.226 -0.010 0.189
C -6.5315 0.2190 2.0644 -0.111 0.114 0.099
C -4.5920 -3.3700 3.8112 0.313 -0.062 0.079
Cl -6.3148 -3.2780 3.7037 -0.161 -0.087 0.111
C -4.0235 -3.3230 5.0730 0.083 -0.088 -0.045
H -0.7698 -3.4649 4.1569 0.159 -0.004 0.053
H -1.7821 -3.5408 1.9559 0.070 -0.077 -0.115
H -5.3186 -4.3003 1.4284 0.209 0.102 -0.047
H -4.3149 -4.5605 -0.5722 0.162 0.033 0.092
H -2.8523 -4.6495 0.4204 -0.037 0.025 -0.134
H -4.8054 -2.4943 -1.9370 -0.247 -0.104 -0.027
H -3.1627 -0.4586 -2.7991 -0.131 0.079 -0.186
H -1.1617 -2.5925 0.1203 0.165 -0.182 0.180
H -4.5062 -0.6114 0.2695 0.102 -0.092 0.105
H -3.4953 -1.3357 1.5452 -0.019 0.141 -0.077
H -7.9241 1.4346 3.2319 -0.297 0.126 -0.001
H -7.1011 0.0279 1.1740 -0.186 -0.027 -0.180
H -4.6511 -3.2487 5.9455 -0.058 0.020 0.105

Taking the records one at a time from the top gives E values of -6657.83104, -5687.65384 Ha.
Taking the records one at a time from the top gives molar mass values of 1012.77, 930.58 g/mol.